# 1
{
  "formula": "C21H38F3IN3O9P",
  "method": "ωB97M-V with the def2-TZVPD basis set",
  "spin_multiplicity": 1,
  "smiles": "CCP(N)(CCCCN)(C[C@H](C)I)N=C(C)C.O=C1OC[C@@H](F)O1.O=C1OC[C@@H](F)O1.O=C1OC[C@@H](F)O1",
  "e_homo_ha": -0.27635,
  "orbital_gap_ev": 8.08,
  "total_energy_ha": -2602.9720,
  "symbols": ["C", "C", "P", "N", "C", "C", "C", "C", "N", "C", "C", "C", "I", "N", "C", "C", "C", "H", "H", "H", "H", "H", "H", "H", "H", "H", "H", "H", "H", "H", "H", "H", "H", "H", "H", "H", "H", "H", "H", "H", "H", "H", "H", "H", "H", "H", "O", "C", "O", "C", "C", "F", "O", "H", "H", "H", "O", "C", "O", "C", "C", "F", "O", "H", "H", "H", "O", "C", "O", "C", "C", "F", "O", "H", "H", "H"],
  "coordinates": [[-0.077, -3.190, -0.901], [0.105, -1.796, -0.199], [-0.082, -0.302, -1.381], [-1.871, -0.487, -1.199], [-0.274, 1.320, -0.414], [1.033, 2.127, -0.156], [1.918, 1.538, 1.020], [1.807, 2.355, 2.344], [1.239, 1.558, 3.465], [-0.334, -0.504, -3.236], [-1.504, 0.228, -3.957], [-1.848, 1.665, -3.469], [-3.299, -1.015, -4.234], [1.662, -0.103, -1.611], [2.464, -1.087, -1.753], [2.579, -2.107, -2.923], [3.580, -1.283, -0.657], [-0.996, -3.700, -0.551], [0.776, -3.833, -0.580], [-0.085, -3.164, -2.004], [-0.778, -1.696, 0.468], [0.974, -1.715, 0.482], [-2.201, -1.420, -1.424], [-2.213, -0.161, -0.305], [-1.001, 2.007, -0.884], [-0.689, 1.095, 0.598], [0.690, 3.116, 0.249], [1.623, 2.381, -1.053], [1.533, 0.509, 1.193], [2.973, 1.533, 0.688], [2.859, 2.609, 2.644], [1.275, 3.320, 2.246], [1.118, 2.209, 4.241], [1.931, 0.885, 3.789], [-0.414, -1.587, -3.499], [0.606, -0.172, -3.732], [-1.165, 0.361, -5.011], [-2.476, 2.127, -4.265], [-2.518, 1.567, -2.592], [-0.950, 2.280, -3.273], [3.670, -2.265, -3.094], [2.158, -3.106, -2.717], [2.192, -1.635, -3.844], [4.541, -1.406, -1.199], [3.624, -0.440, 0.044], [3.338, -2.252, -0.170], [-3.653, -3.787, 0.017], [-3.552, -4.892, 0.430], [-2.824, -5.869, -0.170], [-2.844, -7.002, 0.699], [-4.090, -6.762, 1.501], [-3.970, -7.250, 2.762], [-4.157, -5.349, 1.561], [-1.944, -7.002, 1.319], [-2.881, -7.931, 0.132], [-5.003, -7.152, 1.044], [3.388, -0.475, 4.359], [3.903, 0.349, 5.040], [4.899, 1.169, 4.622], [5.147, 2.100, 5.676], [4.633, 1.360, 6.877], [4.128, 2.211, 7.805], [3.574, 0.588, 6.337], [4.592, 3.021, 5.487], [6.207, 2.336, 5.751], [5.364, 0.699, 7.348], [-3.884, 8.004, -2.642], [-3.836, 6.822, -2.627], [-3.937, 6.037, -3.731], [-3.695, 4.693, -3.314], [-4.037, 4.748, -1.853], [-3.280, 3.882, -1.132], [-3.680, 6.073, -1.500], [-2.648, 4.441, -3.490], [-4.322, 3.994, -3.864], [-5.093, 4.581, -1.629]],
  "lowdin_charge": [-0.12, -0.27, 0.79, -0.19, -0.23, -0.25, -0.19, -0.27, 0.00, -0.32, -0.77, -0.20, 0.74, -0.09, -0.43, -0.04, -0.04, 0.05, 0.07, 0.05, 0.07, 0.07, -0.01, 0.03, 0.06, 0.10, 0.09, 0.09, 0.09, 0.09, 0.10, 0.10, 0.06, 0.02, 0.06, 0.07, 0.06, 0.06, 0.05, 0.09, 0.07, 0.07, 0.07, 0.07, 0.05, 0.08, 0.18, -0.55, 0.07, -0.06, -0.32, 0.08, 0.14, 0.15, 0.14, 0.18, 0.17, -0.56, 0.07, -0.06, -0.31, 0.08, 0.14, 0.15, 0.14, 0.18, 0.18, -0.55, 0.08, -0.07, -0.31, 0.07, 0.14, 0.13, 0.14, 0.18]
}

---

# 2
{
  "formula": "C21H38InN4O2SSe2",
  "method": "ωB97M-V with the def2-TZVPD basis set",
  "spin_multiplicity": 1,
  "relative_energy_kcal_mol": 20.7,
  "e_homo_ha": -0.38986,
  "orbital_gap_ev": 8.01,
  "total_energy_ha": -6583.5060,
  "total_charge": 1,
  "symbols": ["In", "C", "C", "C", "C", "C", "C", "C", "H", "H", "H", "H", "H", "H", "H", "H", "O", "C", "C", "C", "O", "C", "Se", "C", "Se", "H", "H", "H", "H", "H", "H", "H", "H", "H", "H", "C", "C", "N", "C", "C", "N", "C", "C", "H", "H", "H", "H", "H", "H", "H", "H", "H", "H", "H", "H", "C", "N", "C", "S", "N", "C", "H", "H", "H", "H", "H", "H", "H", "H"],
  "coordinates": [[0.207, 0.179, -0.932], [3.616, 0.584, 1.858], [2.793, -0.578, 1.371], [3.219, -1.338, 0.281], [2.506, -2.454, -0.133], [1.347, -2.831, 0.535], [0.910, -2.082, 1.619], [1.626, -0.960, 2.027], [3.067, 1.189, 2.579], [3.933, 1.226, 1.033], [4.520, 0.226, 2.353], [4.131, -1.061, -0.235], [2.868, -3.042, -0.967], [0.800, -3.712, 0.227], [0.023, -2.382, 2.164], [1.286, -0.391, 2.886], [-4.088, 0.119, -2.638], [-3.698, 0.663, -1.391], [-4.424, -0.059, -0.262], [-5.940, 0.215, -0.343], [-6.565, -0.426, -1.428], [-3.912, 0.477, 1.073], [-2.078, -0.144, 1.441], [-4.203, -1.567, -0.312], [-2.325, -2.008, 0.022], [-3.441, 0.400, -3.301], [-3.939, 1.733, -1.338], [-2.617, 0.560, -1.262], [-6.099, 1.302, -0.370], [-6.423, -0.167, 0.559], [-6.093, -0.182, -2.236], [-4.529, 0.128, 1.898], [-3.885, 1.567, 1.091], [-4.437, -1.964, -1.297], [-4.811, -2.075, 0.433], [-1.037, 3.399, -0.667], [-0.848, 4.891, -0.283], [0.531, 5.134, 0.133], [0.827, 4.325, 1.313], [0.591, 2.825, 1.002], [0.218, 2.664, -0.418], [1.287, 3.240, -1.260], [1.436, 4.752, -0.948], [-1.289, 3.286, -1.722], [-1.825, 2.924, -0.077], [-1.508, 5.174, 0.538], [-1.075, 5.542, -1.128], [0.191, 4.660, 2.133], [1.862, 4.508, 1.604], [-0.215, 2.405, 1.607], [1.487, 2.227, 1.185], [1.021, 3.062, -2.304], [2.211, 2.693, -1.050], [1.197, 5.357, -1.824], [2.456, 4.993, -0.649], [0.227, -2.460, -4.808], [-0.395, -1.336, -4.134], [-0.207, -0.046, -4.445], [-1.035, 1.157, -3.561], [0.646, 0.231, -5.431], [0.942, 1.562, -5.941], [-0.114, -3.375, -4.332], [1.315, -2.420, -4.721], [-0.054, -2.504, -5.863], [-1.090, -1.510, -3.426], [1.030, -0.544, -5.947], [0.731, 2.294, -5.169], [0.334, 1.788, -6.817], [1.995, 1.610, -6.210]],
  "nbo_charge": [0.65, -0.64, -0.03, -0.21, -0.20, -0.23, -0.24, -0.18, 0.22, 0.22, 0.24, 0.22, 0.22, 0.23, 0.23, 0.21, -0.75, -0.06, -0.15, -0.05, -0.71, -0.53, 0.10, -0.54, 0.15, 0.50, 0.17, 0.17, 0.17, 0.19, 0.49, 0.24, 0.24, 0.27, 0.24, -0.25, -0.26, -0.40, -0.26, -0.26, -0.54, -0.26, -0.25, 0.22, 0.20, 0.21, 0.21, 0.21, 0.21, 0.21, 0.21, 0.22, 0.21, 0.21, 0.21, -0.44, -0.57, 0.35, -0.40, -0.57, -0.41, 0.24, 0.21, 0.21, 0.43, 0.41, 0.24, 0.21, 0.22]
}

---

# 3
{
  "formula": "C21H38MgN5O",
  "method": "ωB97M-V with the def2-TZVPD basis set",
  "spin_multiplicity": 1,
  "relative_energy_kcal_mol": 0.0,
  "e_homo_ha": -0.48308,
  "orbital_gap_ev": 4.72,
  "total_energy_ha": -1371.6789,
  "total_charge": 1,
  "symbols": ["Mg", "C", "O", "H", "H", "H", "C", "C", "C", "C", "N", "H", "H", "H", "H", "H", "H", "H", "C", "C", "C", "C", "N", "H", "H", "H", "H", "H", "H", "H", "C", "C", "C", "C", "N", "H", "H", "H", "H", "H", "H", "H", "C", "C", "C", "C", "N", "H", "H", "H", "H", "H", "H", "H", "C", "C", "C", "C", "N", "H", "H", "H", "H", "H", "H", "H"],
  "coordinates": [[-4.338, 2.643, 0.688], [-4.399, 2.515, 4.027], [-4.232, 2.587, 2.623], [-4.707, 1.522, 4.355], [-3.471, 2.773, 4.538], [-5.127, 3.254, 4.361], [-9.628, 2.722, 6.013], [-8.783, 1.686, 5.301], [-7.396, 1.532, 5.947], [-7.369, 1.452, 7.399], [-7.313, 1.382, 8.565], [-9.154, 3.704, 6.014], [-9.971, 2.448, 7.011], [-10.507, 2.968, 5.418], [-8.750, 1.909, 4.234], [-9.332, 0.745, 5.259], [-6.712, 2.327, 5.651], [-6.953, 0.602, 5.589], [-7.010, 5.944, 7.594], [-6.538, 5.328, 6.255], [-5.599, 6.202, 5.449], [-4.210, 6.099, 5.899], [-3.125, 6.000, 6.326], [-6.153, 6.261, 8.188], [-7.653, 5.260, 8.148], [-7.527, 6.863, 7.315], [-7.413, 5.045, 5.670], [-6.025, 4.391, 6.473], [-5.963, 7.227, 5.517], [-5.649, 6.007, 4.377], [-5.941, -1.698, 2.082], [-6.908, -0.530, 2.464], [-7.906, -0.083, 1.367], [-8.742, -1.203, 0.896], [-9.400, -2.073, 0.483], [-6.407, -2.627, 1.753], [-5.266, -2.095, 2.841], [-5.272, -1.409, 1.272], [-6.311, 0.340, 2.736], [-7.440, -0.823, 3.368], [-7.367, 0.207, 0.465], [-8.525, 0.681, 1.837], [1.339, 1.968, 5.255], [0.270, 3.026, 5.125], [-0.909, 2.828, 6.050], [-0.546, 2.863, 7.458], [-0.273, 2.946, 8.570], [1.841, 1.956, 6.223], [2.097, 2.243, 4.521], [0.905, 0.999, 5.010], [-0.124, 2.921, 4.114], [0.748, 4.004, 5.177], [-1.381, 1.846, 6.022], [-1.715, 3.525, 5.819], [-0.566, 7.072, 1.191], [-0.632, 5.519, 1.341], [-1.606, 5.081, 2.513], [-2.977, 5.678, 2.414], [-4.029, 6.123, 2.353], [-0.032, 7.422, 0.307], [0.063, 7.466, 1.989], [-1.547, 7.548, 1.196], [0.373, 5.116, 1.462], [-1.032, 5.095, 0.420], [-1.201, 5.394, 3.475], [-1.798, 4.009, 2.481]],
  "nbo_charge": [1.89, -0.20, -1.19, 0.17, 0.18, 0.16, -0.62, -0.39, -0.52, 0.27, -0.29, 0.20, 0.23, 0.22, 0.20, 0.22, 0.24, 0.24, -0.61, -0.38, -0.54, 0.30, -0.35, 0.22, 0.23, 0.20, 0.20, 0.20, 0.26, 0.26, -0.63, -0.39, -0.50, 0.26, -0.28, 0.24, 0.24, 0.18, 0.19, 0.22, 0.21, 0.26, -0.61, -0.38, -0.52, 0.27, -0.30, 0.23, 0.21, 0.20, 0.18, 0.22, 0.24, 0.25, -0.63, -0.37, -0.52, 0.31, -0.38, 0.23, 0.22, 0.22, 0.23, 0.17, 0.28, 0.23]
}

---

# 4
{
  "formula": "C21H38N",
  "method": "ωB97M-V with the def2-TZVPD basis set",
  "spin_multiplicity": 1,
  "relative_energy_kcal_mol": 1.8,
  "smiles": "CCCCCCCCCCCCCCCC[n+]1ccccc1",
  "e_homo_ha": -0.43767,
  "orbital_gap_ev": 7.57,
  "total_energy_ha": -877.5147,
  "total_charge": 1,
  "symbols": ["C", "C", "C", "C", "C", "C", "C", "C", "C", "C", "C", "C", "C", "C", "C", "C", "N", "C", "C", "C", "C", "C", "H", "H", "H", "H", "H", "H", "H", "H", "H", "H", "H", "H", "H", "H", "H", "H", "H", "H", "H", "H", "H", "H", "H", "H", "H", "H", "H", "H", "H", "H", "H", "H", "H", "H", "H", "H", "H", "H"],
  "coordinates": [[9.966, -0.645, 0.689], [8.804, -1.023, -0.220], [7.538, -0.243, 0.122], [6.370, -0.620, -0.787], [5.106, 0.201, -0.525], [4.425, -0.153, 0.796], [3.188, 0.697, 1.085], [2.014, 0.401, 0.155], [0.776, 1.210, 0.533], [-0.399, 0.931, -0.402], [-1.633, 1.741, -0.013], [-2.779, 1.636, -1.020], [-3.334, 0.224, -1.224], [-3.943, -0.360, 0.050], [-4.608, -1.720, -0.160], [-5.898, -1.669, -0.994], [-6.920, -0.904, -0.309], [-7.683, -1.501, 0.619], [-8.610, -0.789, 1.347], [-8.751, 0.576, 1.122], [-7.949, 1.178, 0.160], [-7.041, 0.411, -0.539], [10.857, -1.211, 0.426], [10.195, 0.415, 0.596], [9.722, -0.852, 1.729], [8.603, -2.094, -0.129], [9.079, -0.829, -1.259], [7.272, -0.438, 1.163], [7.738, 0.827, 0.028], [6.142, -1.682, -0.666], [6.677, -0.467, -1.825], [4.407, 0.024, -1.345], [5.360, 1.263, -0.527], [4.145, -1.209, 0.788], [5.137, -0.007, 1.611], [3.452, 1.754, 1.008], [2.871, 0.513, 2.115], [2.290, 0.637, -0.874], [1.779, -0.666, 0.200], [0.486, 0.972, 1.559], [1.019, 2.274, 0.499], [-0.624, -0.138, -0.372], [-0.111, 1.182, -1.426], [-1.973, 1.436, 0.979], [-1.349, 2.793, 0.057], [-2.427, 2.005, -1.985], [-3.591, 2.294, -0.694], [-4.084, 0.273, -2.019], [-2.538, -0.432, -1.575], [-4.657, 0.350, 0.480], [-3.149, -0.494, 0.783], [-4.835, -2.167, 0.811], [-3.912, -2.382, -0.676], [-6.264, -2.684, -1.158], [-5.697, -1.211, -1.963], [-7.541, -2.561, 0.764], [-9.215, -1.296, 2.082], [-9.470, 1.155, 1.681], [-8.027, 2.233, -0.048], [-6.408, 0.840, -1.301]],
  "nbo_charge": [-0.60, -0.39, -0.39, -0.39, -0.39, -0.39, -0.38, -0.39, -0.38, -0.39, -0.39, -0.39, -0.40, -0.41, -0.40, -0.22, -0.25, 0.09, -0.22, -0.09, -0.21, 0.09, 0.21, 0.20, 0.20, 0.19, 0.19, 0.19, 0.19, 0.19, 0.20, 0.20, 0.19, 0.19, 0.20, 0.20, 0.20, 0.20, 0.19, 0.19, 0.20, 0.19, 0.20, 0.19, 0.21, 0.21, 0.19, 0.18, 0.22, 0.19, 0.23, 0.21, 0.24, 0.23, 0.23, 0.24, 0.26, 0.25, 0.26, 0.25]
}